1.
2 unconnected molecules or ions with the total composition CH4N5. Source: OMol25; level of theory: ωB97M-V/def2-TZVPD.

Structure (XYZ):
```
10
Properties=species:S:1:pos:R:3:forces:R:3:lowdin_charge:R:1
C -1.46215 -0.14206 0.44545 -2.1 1.4 -1.2 0.032
N 2.01639 0.28885 -0.37293 -0.3 0.9 -0.9 0.144
N 3.05329 -0.00432 -0.06167 -0.7 0.5 -0.2 -0.252
N 0.57203 -1.31908 -0.48813 -3.7 0.6 1.6 0.348
N 4.06776 -0.13060 0.51767 0.2 1.0 2.5 0.191
N -0.35044 -0.87377 -0.03941 2.5 -2.2 -2.3 0.033
H -1.31624 0.87805 0.05428 0.2 -0.2 0.1 0.125
H -2.52631 -0.42936 -0.00847 2.6 -0.2 1.3 0.185
H -1.31989 -0.07418 1.51150 -0.5 -0.3 0.5 0.115
H 4.84306 -0.60471 0.20501 1.9 -1.4 -1.4 0.078
```
Positions in Å, forces in eV/Å.

Summary:
- charge = +1
- HOMO energy (eV) = -14.166
- LUMO energy (Ha) = -0.198
- relative energy (zero: lowest compared OMol25 entry of this formula, charge and spin) (kcal per mole) = 66.7

2.
12 unconnected molecules or ions with the total composition C15H14Cl33NO5. Source: OMol25; level of theory: ωB97M-V/def2-TZVPD.

Structure (XYZ):
```
68
Properties=species:S:1:pos:R:3:forces:R:3:lowdin_charge:R:1
N -2.26169 -5.62242 4.21440 0.0 9.0 -10.3 -0.152
C -2.20315 -4.70163 3.28317 0.1 -4.2 6.6 -0.004
O -2.08890 -3.35137 2.64430 3.7 -5.4 2.5 -0.052
O -3.28349 -2.83728 2.55857 -6.6 1.5 1.0 -0.089
C -3.85317 -2.52014 3.87686 3.6 4.7 6.9 -0.215
O -3.10496 -1.71986 4.68303 -5.1 -5.7 -5.6 0.035
O -5.11750 -3.02226 4.43541 3.1 1.5 -3.9 -0.023
C -6.12957 -3.27786 3.39937 -1.9 -1.4 -0.6 -0.116
C -6.30009 -4.93680 3.32979 -2.1 -1.3 5.0 -0.080
O -6.81914 -5.55106 4.39829 3.3 3.7 -7.0 -0.040
H -5.88705 -2.79710 2.35972 -0.2 -1.0 2.0 0.143
H -7.18829 -2.86431 3.75437 2.5 -0.8 -0.5 0.161
H -5.90687 -5.45185 2.35537 -0.8 0.5 1.9 0.138
C -1.40263 0.07544 1.13588 0.1 0.0 0.2 -1.517
Cl -1.09444 1.80556 0.90979 -0.1 -0.5 0.0 0.494
Cl -2.88367 -0.40819 0.29191 0.1 0.1 0.0 0.528
Cl -0.02314 -0.88146 0.56956 -0.2 0.1 0.1 0.528
H -1.53758 -0.11360 2.20391 0.0 0.0 -0.3 0.015
C 0.09737 5.34210 1.35254 0.1 0.0 0.1 -1.519
Cl 0.40556 7.07223 1.12646 0.0 -0.2 0.1 0.524
Cl -1.38367 4.85848 0.50858 0.1 0.3 0.1 0.491
Cl 1.47686 4.38520 0.78622 -0.2 0.2 0.3 0.491
H -0.03758 5.15307 2.42058 0.0 0.1 -0.4 0.021
C -2.07161 -4.44372 8.16997 -0.1 0.0 -0.1 -1.481
Cl -1.97464 -5.04240 6.50515 -0.1 1.0 1.7 0.564
Cl -2.50206 -5.75671 9.27921 0.0 0.2 -0.1 0.523
Cl -0.53860 -3.69835 8.65338 -0.1 0.0 0.0 0.520
H -2.85456 -3.68253 8.21711 0.3 -0.2 0.0 0.023
C 1.97782 3.58164 -3.31032 0.1 0.0 0.2 -1.521
Cl 1.26086 4.29931 -4.76303 0.0 -0.1 0.0 0.529
Cl 3.00737 4.75921 -2.47786 -0.1 -0.2 -0.2 0.500
Cl 0.71330 2.98266 -2.22331 0.4 0.1 -0.3 0.476
H 2.59918 2.73562 -3.61495 -0.4 0.5 0.1 -0.090
C 2.57782 -0.52745 -4.73759 -0.2 -0.2 0.0 -1.504
Cl 1.86086 0.19022 -6.19030 0.2 0.1 0.2 0.511
Cl 3.60737 0.65012 -3.90513 0.1 -0.4 -0.1 0.584
Cl 1.31330 -1.12643 -3.65058 0.2 0.1 -0.2 0.523
H 3.19918 -1.37347 -5.04222 -0.2 0.3 0.1 0.019
C 0.47923 -2.39650 -8.65955 0.0 0.0 0.0 -1.545
Cl 0.79806 -3.06411 -7.04955 0.0 0.0 -0.2 0.503
Cl 0.88065 -3.58085 -9.91486 0.0 0.2 0.1 0.521
Cl -1.21319 -1.89103 -8.79950 0.2 0.0 0.0 0.515
H 1.11379 -1.51768 -8.79975 -0.2 -0.3 0.1 0.003
C 4.37923 8.28490 -3.75489 -0.1 0.0 0.0 -1.534
Cl 4.69806 7.61729 -2.14490 0.1 0.2 -0.1 0.503
Cl 4.78065 7.10054 -5.01021 -0.4 0.2 0.4 0.483
Cl 2.68681 8.79036 -3.89485 0.2 0.0 0.0 0.522
H 5.01379 9.16372 -3.89510 -0.2 -0.4 0.0 -0.038
C -2.22077 2.05990 -4.75489 0.1 0.0 0.1 -1.526
Cl -1.90194 1.39229 -3.14490 -0.3 -0.1 -0.3 0.475
Cl -1.81935 0.87554 -6.01021 0.0 0.1 0.1 0.498
Cl -3.91319 2.56536 -4.89485 0.2 0.0 0.0 0.522
H -1.58621 2.93872 -4.89510 -0.2 -0.3 0.1 -0.006
C 1.89737 -2.21413 5.89066 0.0 -0.1 0.0 -1.537
Cl 2.20556 -0.48400 5.66457 0.0 -0.2 0.1 0.518
Cl 0.41633 -2.69776 5.04669 0.2 0.1 0.1 0.516
Cl 3.27686 -3.17103 5.32434 -0.2 0.1 0.1 0.520
H 1.76242 -2.40316 6.95870 0.0 0.0 -0.4 -0.004
C -1.34704 -9.02177 6.32356 0.0 -0.1 -0.3 -1.500
Cl -1.81724 -7.71149 5.22741 0.4 -2.0 0.6 0.550
Cl -0.06795 -8.48271 7.42492 -0.1 0.0 -0.1 0.511
Cl -2.75001 -9.60286 7.23645 0.1 0.0 -0.1 0.512
H -0.95922 -9.84952 5.72434 -0.1 0.2 0.3 0.015
C 7.85335 9.07568 -6.62725 0.0 -0.2 -0.2 -1.517
Cl 9.58741 9.30577 -6.90930 -0.3 0.0 0.0 0.523
Cl 7.44418 7.35172 -6.64078 0.4 0.3 -0.3 0.494
Cl 7.36864 9.81811 -5.09323 0.1 0.0 -0.1 0.544
H 7.30496 9.56608 -7.43560 0.2 -0.2 0.3 0.022
```
Positions in Å, forces in eV/Å.

Summary:
- charge = 0
- HOMO energy (eV) = -10.497
- LUMO energy (Ha) = -0.055
- SMILES string = N#COOC(=O)OCC=O.ClC(Cl)Cl.ClC(Cl)Cl.ClC(Cl)Cl.ClC(Cl)Cl.ClC(Cl)Cl.ClC(Cl)Cl.ClC(Cl)Cl.ClC(Cl)Cl.ClC(Cl)Cl.ClC(Cl)Cl.ClC(Cl)Cl

3.
A molecular structure, C4H11Cl2FNOPd. Source: OMol25; level of theory: ωB97M-V/def2-TZVPD.

Structure (XYZ):
```
21
Properties=species:S:1:pos:R:3:forces:R:3:mulliken_spin:R:1
Pd 2.03883 -0.13117 0.78170 1.1 -0.7 0.9 1.481
Cl 3.58493 0.37329 -1.09348 -0.5 0.1 0.1 0.186
Cl 2.87182 1.19843 2.68670 -0.2 0.0 -0.2 0.163
F 2.51130 -2.11416 1.45382 -0.2 0.6 -0.4 0.092
C -2.00757 1.70375 0.18219 0.2 0.1 0.7 0.012
C -0.87029 0.69184 0.41899 -0.6 0.2 -1.1 -0.007
C -0.80693 -0.37376 -0.67328 0.1 0.2 0.3 -0.004
O 0.32547 -1.15341 -0.37429 -0.4 -0.5 -0.7 0.014
C 0.32688 -2.45401 -0.93228 0.1 -0.4 0.4 0.004
N 0.43498 1.37617 0.44334 -0.7 0.9 0.2 0.066
H -1.80559 2.36253 -0.66273 0.1 -0.1 -0.1 0.001
H -2.04225 2.33122 1.08074 -0.1 0.1 -0.2 -0.001
H -3.01186 1.28780 0.07869 0.1 -0.3 -0.1 -0.001
H -1.03284 0.19627 1.37588 0.2 0.0 0.1 0.002
H -0.73733 0.10557 -1.66179 0.2 0.0 0.0 0.000
H -1.71430 -0.99058 -0.69321 0.0 0.0 0.2 -0.001
H 0.41673 -2.46642 -2.02106 -0.2 0.3 -0.1 0.000
H -0.58568 -2.96350 -0.60479 0.0 -0.1 -0.2 0.000
H 1.17875 -2.98796 -0.51436 0.1 0.2 0.2 0.000
H 0.56863 1.89929 -0.42261 0.1 -0.3 -0.1 -0.005
H 0.35633 2.10881 1.15183 0.6 -0.3 0.2 -0.002
```
Positions in Å, forces in eV/Å.

Summary:
- charge = -1
- HOMO energy (spin up / spin down) (eV) = -4.569 / -4.970
- LUMO energy (spin up / spin down) (Ha) = 0.102 / 0.101
- relative energy (zero: lowest compared OMol25 entry of this formula, charge and spin) (kcal per mole) = 7.7
- multiplicity = 3

Number 1: largest force on an atom 0.079 hartree/bohr. Number 2: largest force on an atom 0.267 hartree/bohr. Number 3: largest force on an atom 0.031 hartree/bohr.